{"formula": "C57H68HfNO5S", "method": "ωB97M-V/def2-TZVPD", "charge": 1, "relative_energy_kcal_mol": 0.0, "energy_ev": -84081.02091, "fmax_ha_per_bohr": 0.0348, "lumo_ev": -2.3, "symbols": ["Hf", "C", "O", "C", "C", "C", "C", "C", "C", "C", "C", "C", "C", "C", "C", "C", "C", "C", "C", "C", "C", "C", "C", "C", "C", "C", "C", "C", "C", "C", "C", "C", "C", "O", "C", "C", "C", "C", "C", "O", "C", "C", "C", "C", "C", "C", "O", "C", "C", "C", "C", "H", "H", "H", "H", "H", "H", "H", "H", "H", "H", "H", "H", "H", "H", "H", "H", "H", "H", "H", "H", "H", "H", "H", "H", "H", "H", "H", "H", "H", "H", "H", "H", "H", "H", "H", "H", "H", "H", "H", "H", "H", "H", "H", "H", "H", "H", "H", "H", "H", "H", "H", "H", "H", "H", "H", "H", "H", "H", "C", "S", "C", "O", "H", "H", "H", "H", "H", "H", "N", "C", "C", "C", "C", "C", "C", "C", "C", "C", "H", "H", "H", "H"], "coordinates": [[0.125270, -0.195952, -0.012429], [0.201091, -1.087122, 3.163467], [0.056374, -0.020582, 2.195870], [0.510885, 1.258456, 2.649831], [-0.441742, 2.256405, 2.858411], [-1.901394, 2.020794, 2.575810], [-2.427769, 2.409466, 1.201406], [-3.702817, 2.958824, 1.154123], [-4.374937, 3.220752, -0.035729], [-3.713901, 2.863438, -1.203206], [-2.438360, 2.310165, -1.203714], [-1.899376, 1.795969, -2.529240], [-0.454154, 2.096714, -2.838459], [-0.098163, 3.328915, -3.353628], [1.215263, 3.631596, -3.711353], [2.178120, 2.668595, -3.459532], [1.876196, 1.426556, -2.904447], [3.031482, 0.535121, -2.502354], [3.601965, 1.071600, -1.201451], [4.636689, 1.988883, -1.176208], [5.154814, 2.491399, 0.015733], [4.614752, 2.004009, 1.199168], [3.576155, 1.082137, 1.206954], [2.975972, 0.558916, 2.499242], [1.855652, 1.491572, 2.904463], [2.211357, 2.715604, 3.468374], [1.291962, 3.715063, 3.734862], [-0.033684, 3.469190, 3.382429], [1.681713, 5.032630, 4.392563], [1.368961, 6.192824, 3.436014], [0.870283, 5.204530, 5.686733], [3.168947, 5.088618, 4.751321], [3.029915, 0.653143, 0.000869], [2.013757, -0.243063, -0.004615], [6.272009, 3.530246, -0.022427], [6.731706, 3.933014, 1.380286], [5.756103, 4.785547, -0.742845], [7.481276, 2.961016, -0.779999], [0.543953, 1.140275, -2.644276], [0.135732, -0.148889, -2.179692], [0.319490, -1.238694, -3.113218], [1.545385, 4.974659, -4.352597], [0.698818, 5.138997, -5.625243], [3.021815, 5.085091, -4.741071], [1.213620, 6.101193, -3.362903], [-1.754803, 2.106885, 0.004387], [-0.495816, 1.612260, 0.010819], [-5.780548, 3.819866, -0.015426], [-6.738939, 2.844118, 0.689506], [-6.323890, 4.067627, -1.424662], [-5.763606, 5.153011, 0.743919], [0.641927, -0.695809, 4.075975], [-0.786057, -1.493634, 3.381405], [0.827330, -1.873438, 2.748474], [-2.122913, 0.962192, 2.737501], [-2.479332, 2.574298, 3.315435], [-4.189052, 3.188338, 2.096514], [-4.195323, 3.021118, -2.159727], [-2.055598, 0.714354, -2.547941], [-2.513350, 2.219375, -3.323612], [-0.882504, 4.065593, -3.484371], [3.218550, 2.868126, -3.674798], [2.722274, -0.496494, -2.347209], [3.798937, 0.554477, -3.275108], [5.058528, 2.313660, -2.120646], [5.016551, 2.327977, 2.150413], [2.626556, -0.458210, 2.333503], [3.738512, 0.541530, 3.277307], [3.259693, 2.870258, 3.680896], [-0.785583, 4.234924, 3.534978], [0.302891, 6.247766, 3.210296], [1.668440, 7.138304, 3.890917], [1.913109, 6.075008, 2.497029], [-0.202269, 5.216874, 5.490126], [1.081484, 4.392301, 6.384823], [1.136061, 6.147376, 6.167336], [3.798677, 5.032452, 3.860726], [3.383328, 6.035211, 5.248004], [3.446879, 4.284689, 5.435429], [5.917425, 4.385384, 1.950889], [7.118292, 3.074072, 1.932047], [7.533463, 4.668066, 1.303708], [4.877514, 5.185837, -0.232616], [6.528420, 5.557054, -0.757523], [5.478600, 4.564803, -1.775168], [7.840446, 2.052026, -0.294331], [7.230482, 2.717735, -1.812847], [8.293837, 3.689603, -0.794254], [0.717322, -0.852758, -4.047345], [0.996120, -1.975799, -2.686764], [-0.649323, -1.702505, -3.292387], [0.910221, 4.335142, -6.332719], [-0.367996, 5.126671, -5.401207], [0.931760, 6.090658, -6.105554], [3.311189, 4.294114, -5.435278], [3.191985, 6.041777, -5.235555], [3.669666, 5.045663, -3.862827], [0.151192, 6.112712, -3.115246], [1.780724, 5.979176, -2.438246], [1.471755, 7.066404, -3.801778], [-6.831071, 1.919845, 0.113531], [-6.397308, 2.593614, 1.695506], [-7.732535, 3.288379, 0.770847], [-6.368499, 3.140563, -1.999221], [-7.338456, 4.461269, -1.356023], [-5.713580, 4.791972, -1.966759], [-5.421978, 5.023848, 1.771419], [-5.097454, 5.863581, 0.251842], [-6.765646, 5.584284, 0.773726], [-3.255242, -2.900262, 0.692043], [-2.968509, -1.183075, 1.171027], [-4.597967, -0.548442, 0.740436], [-2.048214, -0.639286, 0.094392], [-4.037014, -3.317964, 1.325973], [-2.317210, -3.432395, 0.828970], [-3.550966, -2.924425, -0.355447], [-5.278496, -0.751840, 1.567033], [-4.946615, -1.019299, -0.176760], [-4.498200, 0.527328, 0.604158], [0.480884, -10.395968, 0.521339], [0.441308, -9.249207, 0.459678], [0.384168, -7.821372, 0.383558], [1.132789, -7.043095, 1.266531], [1.075292, -5.665664, 1.190532], [0.268902, -5.042382, 0.233898], [-0.481126, -5.829766, -0.644465], [-0.423992, -7.208016, -0.573645], [0.208398, -3.614622, 0.155847], [0.145895, -2.398839, 0.084591], [1.757276, -7.528667, 2.003813], [1.659362, -5.059962, 1.869928], [-1.105577, -5.352508, -1.388188], [-0.999963, -7.819480, -1.254611]], "forces_ev_per_angstrom": [[-0.7, -1.5, 0.1], [-0.1, -0.3, 0.2], [0.4, 0.4, 0.2], [0.2, 0.5, 0.5], [-0.1, -0.3, 0.0], [0.1, 0.0, -0.2], [0.2, -0.1, 0.1], [0.0, 0.1, -0.1], [0.0, -0.1, 0.0], [-0.1, 0.1, 0.1], [0.3, -0.2, -0.1], [0.1, 0.0, 0.2], [-0.1, -0.3, 0.0], [0.0, 0.0, 0.1], [0.1, 0.0, 0.0], [0.0, 0.1, 0.0], [-0.1, -0.3, 0.1], [0.0, 0.2, 0.2], [-0.2, -0.3, -0.2], [0.0, 0.0, 0.0], [0.0, 0.0, 0.0], [0.1, 0.0, 0.0], [-0.2, -0.3, 0.1], [0.0, 0.2, -0.2], [-0.1, -0.3, -0.1], [0.0, 0.1, 0.0], [0.1, 0.0, 0.0], [0.0, 0.0, -0.1], [0.0, 0.1, 0.1], [0.0, -0.1, 0.0], [0.0, 0.0, -0.1], [-0.1, 0.0, -0.1], [1.1, 0.1, 0.1], [1.5, 0.6, 0.1], [0.1, 0.0, 0.0], [-0.1, 0.0, -0.1], [0.0, 0.0, 0.0], [-0.1, 0.0, 0.0], [0.0, 0.5, -0.6], [0.3, 0.3, -0.4], [-0.1, -0.4, -0.2], [0.0, 0.1, 0.0], [0.1, 0.0, 0.1], [-0.1, 0.0, 0.1], [0.0, -0.1, 0.0], [-0.7, 1.0, 0.0], [-1.2, 1.3, -0.1], [-0.1, 0.0, 0.0], [0.1, 0.0, 0.0], [0.1, 0.0, 0.1], [0.1, 0.0, 0.0], [0.0, 0.1, 0.0], [0.0, 0.1, 0.0], [0.0, 0.0, -0.1], [0.0, 0.0, 0.1], [0.0, 0.0, 0.0], [0.0, 0.0, 0.0], [0.0, 0.0, 0.0], [0.0, 0.0, -0.1], [0.0, 0.0, 0.0], [0.0, 0.0, -0.1], [0.0, 0.0, 0.0], [0.0, 0.0, -0.1], [0.0, 0.0, 0.0], [0.0, 0.0, 0.0], [0.0, 0.0, 0.0], [0.0, 0.0, 0.1], [0.0, 0.0, 0.0], [0.0, 0.0, 0.0], [0.0, 0.0, 0.0], [0.0, 0.0, 0.0], [0.0, 0.0, 0.0], [0.0, 0.0, 0.0], [0.0, 0.0, 0.0], [0.0, 0.0, 0.0], [0.0, 0.0, 0.0], [0.0, 0.0, 0.0], [0.0, 0.0, 0.0], [0.0, 0.0, 0.0], [0.0, 0.0, 0.0], [0.0, 0.0, 0.0], [0.0, 0.0, 0.0], [0.0, 0.0, 0.0], [0.0, 0.0, 0.0], [0.0, 0.0, 0.0], [0.0, 0.0, 0.0], [0.0, 0.0, 0.0], [0.0, 0.0, 0.0], [0.0, 0.1, 0.0], [0.0, 0.1, 0.1], [0.0, 0.1, 0.1], [0.0, 0.0, 0.0], [0.0, 0.0, 0.0], [0.0, 0.0, 0.0], [0.0, 0.0, 0.0], [0.0, 0.0, 0.0], [0.0, 0.0, 0.0], [0.0, 0.0, 0.0], [0.0, 0.0, 0.0], [0.0, 0.0, 0.0], [0.0, 0.0, 0.0], [0.0, 0.0, 0.0], [0.0, 0.0, 0.0], [0.0, 0.0, 0.0], [0.0, 0.0, 0.0], [0.0, 0.0, 0.0], [0.0, 0.0, 0.0], [0.0, 0.0, 0.0], [0.0, 0.0, 0.0], [0.1, 0.2, 0.2], [-0.7, -0.6, -0.2], [0.2, 0.0, 0.0], [-0.1, 0.1, -0.2], [0.0, 0.1, 0.0], [0.0, 0.0, 0.0], [0.0, 0.1, 0.0], [0.0, -0.1, 0.0], [0.0, 0.0, 0.0], [0.1, 0.1, 0.0], [0.0, 0.1, 0.0], [0.0, -0.3, 0.0], [0.0, 0.4, 0.0], [0.0, -0.1, 0.0], [0.0, 0.0, 0.0], [0.0, -0.1, 0.0], [0.0, 0.0, 0.0], [0.0, -0.1, 0.0], [0.0, 0.1, 0.0], [-0.2, -1.2, 0.1], [0.0, 0.0, 0.0], [0.0, 0.0, 0.0], [0.0, 0.0, 0.0], [0.0, 0.0, 0.0]], "lowdin_charge": [1.6000, -0.0129, -0.2762, -0.1786, -0.1218, -0.0604, -0.1260, -0.0091, -0.1755, 0.0222, -0.1186, -0.0553, -0.1239, 0.0415, -0.1389, 0.0425, -0.1166, -0.0510, -0.1208, 0.0223, -0.1542, 0.0308, -0.1214, -0.0531, -0.1167, 0.0412, -0.1407, 0.0406, -0.5542, -0.0379, -0.0405, -0.0594, -0.2349, -0.2111, -0.5557, -0.0621, -0.0404, -0.0415, -0.1845, -0.2770, -0.0027, -0.5540, -0.0404, -0.0583, -0.0367, -0.2512, -0.1805, -0.5559, -0.0464, -0.0631, -0.0414, 0.1160, 0.0909, 0.0848, 0.0972, 0.1244, 0.1188, 0.1085, 0.1225, 0.1258, 0.1285, 0.1090, 0.1074, 0.1331, 0.1164, 0.1062, 0.1066, 0.1337, 0.1074, 0.1272, 0.0802, 0.0890, 0.0902, 0.0777, 0.0929, 0.0891, 0.0791, 0.0901, 0.0905, 0.0775, 0.0894, 0.0891, 0.0887, 0.0886, 0.0689, 0.0929, 0.0765, 0.0879, 0.1157, 0.0913, 0.1051, 0.0933, 0.0773, 0.0891, 0.0909, 0.0903, 0.0770, 0.0804, 0.0900, 0.0893, 0.0829, 0.0785, 0.0884, 0.0839, 0.0897, 0.0913, 0.0775, 0.0931, 0.0887, -0.2103, 0.9384, -0.1965, -0.6095, 0.0717, 0.0291, 0.0720, 0.0739, 0.0710, 0.0362, 0.1721, -0.1788, -0.2245, -0.0125, -0.0164, -0.2514, -0.0237, -0.0153, -0.1144, -0.1008, 0.1250, 0.1185, 0.1168, 0.1241]}